# 1
Here is CH4N2O in the gas phase in a non-equilibrium geometry from the OMol25 dataset. Energies are from wB97M-V/def2-TZVPD.

XYZ file:
```
8
Properties=species:S:1:pos:R:3
C 0.716 -0.162 0.003
N 1.900 -0.087 -0.479
N -1.584 -0.048 -0.172
O -0.290 0.303 -0.670
H 0.555 -0.638 0.986
H 2.802 -0.149 0.082
H -2.377 0.612 -0.630
H -1.721 0.169 0.880
```

- total energy (eV) = -6126.390
- orbital gap (eV) = 10.1
- total charge = 0
- multiplicity = 1
- highest occupied orbital energy (eV) = -9.28
- energy above the lowest of the compared OMol25 structures with the same formula, charge and spin (kJ/mol) = 397.3

Atom charges from the Mulliken analysis, given in e for atoms 1 to 5: number 1, C, carries 0.200; number 2, N, carries -0.568; number 3, N, carries -0.523; number 4, O, carries -0.187; number 5, H, carries 0.280



# 2
Here is 3 unconnected molecules or ions with the total composition C2H5BO in a non-equilibrium geometry from the OMol25 dataset. Energies are from wB97M-V/def2-TZVPD.

XYZ file:
```
9
Properties=species:S:1:pos:R:3
B 1.655 -2.554 0.773
C 2.613 1.852 -0.404
C 2.791 0.908 0.287
O 1.437 -1.981 -0.245
H 0.111 1.727 -2.689
H 1.819 -3.100 1.683
H 2.788 2.444 -1.230
H -0.437 2.152 -3.011
H 2.568 0.215 1.109
```

- total energy (eV) = -4875.896
- orbital gap (eV) = 11.3
- total charge = 0
- multiplicity = 1
- highest occupied orbital energy (eV) = -10.63
- energy above the lowest of the compared OMol25 structures with the same formula, charge and spin (kJ/mol) = 389.9

Atom charges from the Mulliken analysis, given in e for atoms 1 to 5: number 1, B, carries 0.384; number 2, C, carries -0.351; number 3, C, carries -0.300; number 4, O, carries -0.372; number 5, H, carries -0.160



# 3
Here is a molecular structure, C11H3Cl2IrO5S in a non-equilibrium geometry from the OMol25 dataset. Energies are from wB97M-V/def2-TZVPD.

XYZ file:
```
23
Properties=species:S:1:pos:R:3
Ir -0.102 0.586 0.058
Cl -1.260 -1.328 -0.197
C -0.082 -2.612 -0.281
C -0.536 -3.906 -0.438
C 0.391 -4.932 -0.506
C 1.744 -4.653 -0.416
C 2.181 -3.347 -0.258
Cl 3.869 -3.039 -0.150
C 1.273 -2.279 -0.185
S 1.833 -0.623 0.016
H -1.598 -4.100 -0.506
H 0.053 -5.951 -0.629
H 2.471 -5.451 -0.469
O -1.572 6.571 0.626
C -1.365 5.425 0.514
C -2.317 4.257 0.348
O -3.500 4.402 0.311
C -1.494 3.058 0.258
C -0.104 3.374 0.354
O 0.764 2.430 0.293
C 0.138 4.767 0.512
O 1.083 5.478 0.629
O -1.870 1.872 0.116
```

- total energy (eV) = -60407.014
- ⟨S²⟩ = 6.028
- orbital gap (spin up / spin down) (eV) = 5.5 / 5.7
- total charge = 0
- multiplicity = 5
- highest occupied orbital energy (spin up / spin down) (eV) = -6.91 / -9.36
- energy above the lowest of the compared OMol25 structures with the same formula, charge and spin (kJ/mol) = 9.9

Atom charges from the Mulliken analysis, given in e for atoms 1 to 5: number 1, Ir, carries 0.763; number 2, Cl, carries -0.248; number 3, C, carries 1.004; number 4, C, carries -0.823; number 5, C, carries -0.339



# 4
Here is 3 unconnected molecules or ions with the total composition C33H50BrIN5O6PS in a non-equilibrium geometry from the OMol25 dataset. Energies are from wB97M-V/def2-TZVPD.

XYZ file:
```
98
Properties=species:S:1:pos:R:3
C 1.403 -3.207 -0.680
C 2.615 -3.797 0.077
C 3.928 -3.463 -0.711
I 5.056 -5.253 -1.206
C 4.774 -2.448 0.029
C 5.441 -2.798 1.184
C 6.248 -1.902 1.874
C 6.414 -0.605 1.448
C 7.338 0.304 2.228
C 6.663 1.668 2.483
C 5.359 1.573 3.294
O 6.726 2.107 3.782
C 5.733 -0.255 0.300
N 5.895 1.103 -0.203
C 6.919 1.259 -0.843
S 8.368 1.603 -1.310
C 4.915 -1.126 -0.409
P 3.954 -0.664 -1.927
N 4.728 -1.569 -3.166
O 4.231 0.906 -2.358
C 6.842 -2.620 3.071
O 7.244 -2.195 4.111
N 6.733 -4.020 2.717
Br 8.166 -4.687 1.739
C 5.487 -4.096 1.978
O 4.674 -4.962 2.066
H 1.680 -2.305 -1.226
H 0.596 -2.965 0.010
H 1.071 -3.918 -1.441
H 2.502 -4.865 0.229
H 2.686 -3.256 1.020
H 3.631 -3.098 -1.686
H 8.281 0.509 1.719
H 7.466 -0.079 3.235
H 6.682 2.407 1.695
H 4.912 2.560 3.247
H 5.260 0.908 4.140
H 4.541 -1.099 -4.048
H 5.741 -1.561 -3.056
H 3.789 1.455 -1.692
C -1.492 2.521 0.548
C -0.272 2.984 -0.289
C -0.571 4.334 -0.948
C -1.551 4.237 -2.115
C -1.082 3.195 -3.129
C -0.804 1.831 -2.496
N 0.081 1.941 -1.300
O 1.299 2.130 -1.699
C -2.135 1.159 -2.115
C -0.189 0.907 -3.546
C 0.858 3.171 0.722
H -1.390 2.823 1.590
H -2.434 2.944 0.199
H -1.588 1.435 0.554
H 0.361 4.779 -1.312
H -0.966 5.021 -0.197
H -2.556 3.999 -1.758
H -1.627 5.210 -2.605
H -1.832 3.087 -3.914
H -0.176 3.566 -3.620
H -1.962 0.226 -1.578
H -2.709 0.918 -3.011
H -2.783 1.785 -1.506
H 0.715 1.324 -3.988
H -0.898 0.747 -4.358
H 0.057 -0.066 -3.116
H 1.110 2.227 1.210
H 0.547 3.877 1.492
H 1.762 3.577 0.268
C -6.785 -2.423 -0.507
C -5.682 -1.872 0.433
C -6.094 -2.070 1.894
C -7.196 -1.117 2.351
C -6.811 0.331 2.054
C -6.423 0.559 0.592
N -5.414 -0.436 0.123
O -4.255 -0.109 0.602
C -7.687 0.505 -0.288
C -5.898 1.984 0.426
C -4.452 -2.732 0.150
H -6.575 -3.451 -0.799
H -7.772 -2.432 -0.046
H -6.844 -1.850 -1.432
H -5.224 -1.932 2.543
H -6.423 -3.102 2.039
H -8.148 -1.365 1.875
H -7.355 -1.236 3.425
H -7.640 0.991 2.319
H -5.976 0.612 2.705
H -7.427 0.574 -1.346
H -8.341 1.346 -0.055
H -8.286 -0.390 -0.141
H -5.061 2.198 1.089
H -6.686 2.699 0.664
H -5.579 2.166 -0.602
H -4.118 -2.613 -0.883
H -4.695 -3.783 0.308
H -3.618 -2.497 0.810
```

- total energy (eV) = -153028.028
- ⟨S²⟩ = 2.008
- orbital gap (spin up / spin down) (eV) = 7.5 / 7.5
- total charge = 0
- multiplicity = 3
- highest occupied orbital energy (spin up / spin down) (eV) = -8.36 / -8.36

Atom charges from the Mulliken analysis, given in e for atoms 1 to 5: number 1, C, carries -1.037; number 2, C, carries -0.165; number 3, C, carries -1.839; number 4, I, carries 0.070; number 5, C, carries 0.128



# 5
Here is 2 unconnected molecules or ions with the total composition C4H12N4 in a non-equilibrium geometry from the OMol25 dataset. Energies are from wB97M-V/def2-TZVPD.

XYZ file:
```
20
Properties=species:S:1:pos:R:3
C 1.212 -0.839 -1.465
C 1.370 -0.868 0.974
N 0.560 -0.555 -0.193
C -0.911 -0.850 -0.122
N -1.625 -1.258 -1.118
H -2.467 -1.727 -0.779
H -1.178 -1.061 0.926
H 1.401 -1.913 -1.572
H 2.177 -0.327 -1.547
H 0.563 -0.559 -2.301
H 1.034 -0.277 1.832
H 2.427 -0.633 0.812
H 1.306 -1.931 1.234
N -1.771 1.360 0.200
C -0.485 1.905 0.341
N -0.066 2.176 1.529
H -2.174 1.332 -0.731
H -2.223 1.217 1.098
H 0.887 2.550 1.483
H -0.037 2.258 -0.599
```

- total energy (eV) = -10301.378
- orbital gap (eV) = 9.3
- total charge = 0
- multiplicity = 1
- highest occupied orbital energy (eV) = -8.40
- energy above the lowest of the compared OMol25 structures with the same formula, charge and spin (kJ/mol) = 182.7

Atom charges from the Mulliken analysis, given in e for atoms 1 to 5: number 1, C, carries -1.086; number 2, C, carries -1.167; number 3, N, carries 0.247; number 4, C, carries -0.007; number 5, N, carries -0.771



# 6
Here is a gas-phase ion, C6H18NP2S2 (charge +1) in a non-equilibrium geometry from the OMol25 dataset. Energies are from wB97M-V/def2-TZVPD.

XYZ file:
```
29
Properties=species:S:1:pos:R:3
C -1.708 -1.908 0.192
C 0.910 -2.320 1.320
C -1.369 2.244 -0.191
C 1.391 2.230 -1.502
C 0.306 0.465 3.447
C 0.555 -0.576 -3.377
N 0.580 0.043 -0.087
P -0.238 -1.016 0.819
P -0.065 1.269 -0.998
S -1.292 -0.183 2.788
S -0.970 0.256 -2.520
H -2.687 -1.477 0.565
H -1.461 -1.957 -0.879
H -1.568 -2.922 0.656
H 1.919 -2.041 1.588
H 0.357 -2.901 2.075
H 0.873 -3.023 0.474
H -1.002 2.514 0.746
H -1.908 2.993 -0.690
H -2.165 1.537 -0.100
H 2.150 2.078 -0.706
H 1.995 2.015 -2.357
H 1.284 3.275 -1.655
H 0.162 1.531 3.871
H 1.056 0.319 2.725
H 0.520 -0.171 4.345
H 0.774 -1.508 -2.836
H 1.390 0.089 -3.307
H 0.210 -0.856 -4.403
```

- total energy (eV) = -48243.225
- ⟨S²⟩ = 2.006
- orbital gap (spin up / spin down) (eV) = 6.6 / 6.2
- total charge = +1
- multiplicity = 3
- highest occupied orbital energy (spin up / spin down) (eV) = -8.86 / -12.46
- energy above the lowest of the compared OMol25 structures with the same formula, charge and spin (kJ/mol) = 0.0

Atom charges from the Mulliken analysis, given in e for atoms 1 to 5: number 1, C, carries -1.123; number 2, C, carries -1.152; number 3, C, carries -1.178; number 4, C, carries -1.242; number 5, C, carries -0.678